The following is a DFT calculation (ωB97M-V with the def2-TZVPD basis set) of 2 unconnected molecules or ions with the total composition C5H11ClN at a distorted geometry.

Geometry as ORCA input:
```
! RIJCOSX wB97M-V def2-TZVPD def2/J DEFGRID3
* xyz 1 1
C 1.860 1.609 1.068
C 2.770 0.986 0.374
C -1.689 0.577 -1.306
C -1.582 0.237 0.139
C -1.061 -0.887 0.644
N -0.313 -1.950 -0.036
Cl 2.254 -0.442 -0.509
H 0.882 1.269 1.102
H 2.104 2.484 1.647
H -1.917 1.630 -1.453
H -2.561 0.026 -1.697
H -0.868 0.207 -1.939
H -1.937 0.986 0.786
H 3.796 1.300 0.270
H -1.354 -1.185 1.732
H -0.340 -2.941 0.477
H 0.711 -1.564 -0.397
H -0.754 -2.341 -0.903
*
```

Output
- LUMO energy: -3.57 eV
- Total energy: -19366.8796 eV
- Strongest force on any atom: 3.6 eV Å⁻¹
- HOMO level: -13.72 eV
- Energy above the lowest of the compared OMol25 structures with the same formula, charge and spin: 56.4 kcal/mol

The following is a DFT calculation (ωB97M-V with the def2-TZVPD basis set) of a single C10H18N2O5S molecule at a distorted geometry.

Geometry as ORCA input:
```
! RIJCOSX wB97M-V def2-TZVPD def2/J DEFGRID3
* xyz 0 1
C -5.444 0.601 -0.779
S -4.626 0.644 0.835
C -3.896 -1.019 0.881
C -2.772 -1.321 -0.132
C -1.523 -0.475 0.038
N -1.588 0.881 -0.555
C -0.326 -1.138 -0.646
O -0.494 -1.991 -1.494
N 0.926 -0.715 -0.300
C 1.338 0.299 0.655
C 2.393 -0.209 1.655
C 3.494 -1.125 1.091
C 4.361 -0.480 0.022
O 5.458 -0.025 0.171
O 3.735 -0.507 -1.191
C 1.801 1.586 -0.070
O 2.921 2.036 0.052
O 0.881 2.164 -0.835
H -6.004 1.533 -0.888
H -4.754 0.470 -1.596
H -6.168 -0.239 -0.820
H -4.689 -1.749 0.755
H -3.514 -1.136 1.939
H -3.122 -1.228 -1.137
H -2.489 -2.381 0.004
H -1.326 -0.323 1.088
H -2.311 1.425 -0.093
H -1.864 0.785 -1.515
H 1.635 -1.066 -0.923
H 0.467 0.562 1.256
H 2.829 0.656 2.135
H 1.885 -0.796 2.438
H 3.057 -2.024 0.690
H 4.175 -1.383 1.912
H 4.272 -0.007 -1.811
H -0.002 1.698 -0.721
*
```

Output
- LUMO energy: 0.38 eV
- SMILES: CSCC[C@H](N)C(=O)N[C@@H](CCC(=O)O)C(=O)O
- Total energy: -34716.7513 eV
- Strongest force on any atom: 1.3 eV Å⁻¹
- HOMO level: -9.19 eV
- Energy above the lowest of the compared OMol25 structures with the same formula, charge and spin: 0.0 kcal/mol

The following is a DFT calculation (ωB97M-V with the def2-TZVPD basis set) of a molecular structure, C33H40CdN4P2Te at a distorted geometry.

Geometry as ORCA input:
```
! RIJCOSX wB97M-V def2-TZVPD def2/J DEFGRID3
* xyz 0 1
Cd -0.306 -2.225 2.316
C 1.241 -3.198 3.414
C 2.171 -2.302 2.902
C 3.100 -2.538 1.769
C 2.505 -3.464 0.679
C 1.053 -3.237 0.404
C -0.004 -4.004 0.816
C 0.030 -4.994 1.955
C 1.117 -4.664 3.017
C -2.108 -1.588 1.474
H 0.831 -2.989 4.417
H 2.540 -1.535 3.586
H 4.038 -3.007 2.125
H 3.417 -1.567 1.339
H 3.095 -3.311 -0.249
H 2.671 -4.504 0.987
H 0.896 -2.668 -0.503
H -0.907 -4.032 0.171
H 0.124 -6.039 1.610
H -0.966 -4.939 2.434
H 0.884 -5.209 3.942
H 2.076 -5.032 2.650
H -2.636 -0.785 1.984
H -2.748 -2.465 1.392
H -1.867 -1.246 0.468
P -0.499 0.029 -1.903
P 0.936 2.231 0.409
N -0.836 -1.795 -2.341
N -0.003 0.299 -3.571
N 0.419 1.373 1.831
N 1.932 3.357 1.286
C 1.141 -0.210 -1.035
C 1.961 0.975 -0.434
C -1.980 -2.500 -1.964
C -1.857 -3.829 -2.359
C -0.585 -3.961 -2.989
C 0.034 -2.717 -2.925
C -0.943 0.750 -4.499
C -0.313 0.951 -5.702
C 1.058 0.637 -5.525
C 1.226 0.254 -4.206
C -0.894 1.320 2.284
C -0.945 0.489 3.385
C 0.391 0.060 3.658
C 1.204 0.595 2.664
C 2.966 3.189 2.216
C 3.223 4.405 2.838
C 2.289 5.359 2.308
C 1.494 4.694 1.386
H 1.804 -0.787 -1.702
H 0.883 -0.856 -0.179
H 2.712 0.567 0.278
H 2.515 1.497 -1.238
H -2.806 -1.994 -1.484
H -2.583 -4.617 -2.209
H -0.147 -4.857 -3.408
H 1.008 -2.414 -3.279
H -1.968 0.898 -4.176
H -0.788 1.297 -6.618
H 1.854 0.684 -6.260
H 2.101 -0.045 -3.640
H -1.637 1.921 1.799
H -1.824 0.060 3.842
H 0.747 -0.509 4.506
H 2.266 0.494 2.482
H 3.436 2.230 2.351
H 3.971 4.605 3.593
H 2.215 6.402 2.567
H 0.665 5.024 0.785
Te -1.038 2.692 -1.203
C -2.833 3.861 -1.385
C -3.356 4.455 -0.232
C -4.454 5.323 -0.355
C -5.005 5.590 -1.621
C -4.503 4.944 -2.765
C -3.404 4.069 -2.650
H -2.872 4.254 0.722
H -4.861 5.793 0.544
H -5.828 6.310 -1.715
H -4.957 5.122 -3.745
H -2.980 3.572 -3.521
*
```

Output
- LUMO energy: -1.67 eV
- Total energy: -71257.0495 eV
- Strongest force on any atom: 3.7 eV Å⁻¹
- HOMO level: -4.86 eV